# 1
Here is a structure of composition C39H38HfN8OS4 in a non-equilibrium geometry from the Open Molecules 2025 dataset. Energies are from ωB97M-V/def2-TZVPD.

Each line ends with the Löwdin charge.
Cartesian coordinates (Å):
Hf -0.37 -0.52 -0.66  1.206
N -3.00 -3.95 -2.27  0.032
C -2.37 -3.05 -1.42  -0.731
S -3.37 -1.58 -1.20  0.892
N -1.23 -3.36 -0.96  -0.016
N -0.43 -2.53 -0.24  -0.255
C 0.80 -3.06 0.16  -0.260
C 1.18 -4.43 -0.13  -0.173
C 1.05 -4.94 -1.43  -0.049
C 1.45 -6.22 -1.73  -0.101
C 1.98 -7.05 -0.75  -0.133
C 2.10 -6.57 0.54  -0.122
C 1.70 -5.28 0.85  -0.063
C 1.66 -2.17 0.79  -0.245
C 2.96 -2.49 1.29  -0.047
C 3.69 -1.57 1.97  -0.122
C 3.16 -0.27 2.17  -0.141
C 1.96 0.02 1.56  -0.240
N 1.22 -0.84 0.87  -0.114
H -4.01 -3.98 -2.14  0.048
H -2.55 -4.85 -2.27  0.079
H 0.67 -4.29 -2.21  0.042
H 1.37 -6.58 -2.75  0.092
H 2.30 -8.05 -1.00  0.081
H 2.52 -7.21 1.32  0.087
H 1.77 -4.92 1.87  0.109
H 3.37 -3.48 1.09  0.093
H 4.67 -1.82 2.36  0.085
H 3.71 0.47 2.73  0.080
H 1.55 1.03 1.62  0.105
S 0.57 -1.76 -2.93  0.628
C -0.17 -0.92 -4.25  -0.735
C 0.15 -1.41 -5.51  -0.328
N 0.45 -1.84 -6.54  0.129
C -1.01 0.17 -4.11  -0.724
S -1.49 0.88 -2.60  0.620
C -1.48 0.83 -5.24  -0.336
N -1.86 1.43 -6.16  0.126
C 5.11 1.85 -0.19  -0.077
C 4.38 2.52 -1.35  -0.272
N 3.14 3.11 -0.91  -0.150
C 3.15 4.48 -0.46  -0.233
C 2.80 5.45 -1.58  -0.081
C 1.96 2.41 -0.94  -0.707
S 1.97 0.84 -1.56  0.725
N 0.89 3.11 -0.60  0.108
C -0.28 2.61 -0.24  -0.457
O -0.50 1.43 0.21  -0.196
C -1.38 3.60 -0.23  -0.123
C -2.70 3.20 -0.40  -0.030
C -3.73 4.13 -0.40  -0.078
C -3.45 5.47 -0.21  -0.106
C -2.14 5.88 -0.05  -0.100
C -1.11 4.96 -0.06  -0.028
H 6.05 1.41 -0.52  0.067
H 4.48 1.06 0.21  0.044
H 5.32 2.56 0.61  0.065
H 4.16 1.78 -2.11  0.062
H 5.01 3.31 -1.78  0.112
H 4.14 4.70 -0.06  0.111
H 2.41 4.58 0.34  0.104
H 3.50 5.34 -2.41  0.065
H 2.82 6.47 -1.22  0.062
H 1.80 5.21 -1.95  0.065
H -2.92 2.16 -0.58  0.061
H -4.75 3.80 -0.55  0.101
H -4.25 6.20 -0.21  0.090
H -1.91 6.93 0.08  0.092
H -0.08 5.27 0.07  0.097
C -3.22 -2.47 1.80  -0.059
C -3.24 -0.96 1.50  -0.568
C -4.70 -0.51 1.44  -0.091
C -2.55 -0.65 0.15  -0.579
C -2.46 -0.26 2.60  -0.174
C -1.12 -0.62 2.78  -0.041
C -0.36 -0.07 3.79  -0.077
C -0.91 0.85 4.66  -0.110
C -2.23 1.22 4.50  -0.111
C -3.00 0.67 3.48  -0.040
H -3.91 -2.98 1.13  0.063
H -3.53 -2.67 2.82  0.084
H -2.23 -2.89 1.64  0.070
H -5.17 -1.03 0.61  0.043
H -4.77 0.56 1.24  0.076
H -5.26 -0.74 2.35  0.078
H -2.86 0.38 -0.10  -0.008
H -0.67 -1.34 2.11  0.085
H 0.68 -0.36 3.89  0.095
H -0.31 1.28 5.46  0.088
H -2.68 1.93 5.18  0.087
H -4.03 0.98 3.40  0.093

Summary:
net charge: -2
relative energy (zero: lowest compared OMol25 entry of this formula, charge and spin): 17.1 kcal/mol
HOMO: -0.39 eV
maximum force: 0.0362 Eh/bohr
orbital gap: 0.1688 Eh



# 2
Here is a structure of composition C39H39AuN6O2STe in a non-equilibrium geometry from the Open Molecules 2025 dataset. Energies are from ωB97M-V/def2-TZVPD.

Each line ends with the Löwdin charge.
Cartesian coordinates (Å):
Au 0.50 0.30 -1.20  0.626
C -2.61 3.31 4.57  -0.034
C -1.75 2.85 3.45  -0.235
C -1.06 3.76 2.65  0.064
C -0.22 3.31 1.66  -0.092
C 0.73 4.24 0.95  -0.324
O 1.68 4.71 1.54  0.135
C 0.44 4.49 -0.47  -0.147
C 1.34 5.28 -1.19  0.006
C 1.08 5.59 -2.51  -0.054
C -0.07 5.12 -3.12  -0.064
C -0.95 4.31 -2.41  -0.080
C -0.71 4.00 -1.09  -0.028
C -0.02 1.93 1.40  -0.334
O 0.83 1.59 0.49  -0.321
C -0.70 1.00 2.25  -0.065
C -1.56 1.49 3.23  0.043
C -0.53 -0.44 2.10  -0.198
N 0.25 -0.93 1.20  -0.067
C 0.51 -2.33 1.04  -0.273
C 2.03 -2.45 1.13  -0.324
Te 2.72 -0.44 0.71  1.862
C 2.76 0.23 2.76  -0.431
C 2.49 1.56 3.07  -0.107
C 2.41 1.96 4.39  -0.031
C 2.68 1.06 5.41  -0.036
C 3.05 -0.24 5.10  -0.063
C 3.07 -0.66 3.78  -0.136
C -1.28 -1.33 3.03  -0.222
C -2.51 -1.85 2.67  -0.022
C -3.18 -2.69 3.54  -0.052
C -2.61 -3.01 4.76  -0.056
C -1.37 -2.50 5.11  -0.049
C -0.70 -1.65 4.25  -0.018
H -2.67 4.39 4.60  0.084
H -2.21 2.95 5.52  0.093
H -3.61 2.90 4.46  0.091
H -1.15 4.82 2.83  0.141
H 2.21 5.66 -0.68  0.125
H 1.77 6.21 -3.06  0.113
H -0.29 5.39 -4.14  0.109
H -1.85 3.94 -2.89  0.091
H -1.41 3.40 -0.53  0.115
H -2.09 0.79 3.86  0.131
H 0.15 -2.60 0.05  0.100
H -0.01 -2.96 1.77  0.131
H 2.46 -3.15 0.43  0.043
H 2.35 -2.71 2.14  0.053
H 2.35 2.29 2.29  0.091
H 2.16 2.99 4.62  0.124
H 2.65 1.38 6.44  0.120
H 3.33 -0.92 5.88  0.119
H 3.37 -1.67 3.56  0.093
H -2.93 -1.60 1.70  0.107
H -4.14 -3.10 3.27  0.113
H -3.13 -3.66 5.44  0.114
H -0.93 -2.76 6.06  0.114
H 0.26 -1.25 4.52  0.112
C 3.87 -4.49 -4.82  -0.064
C 2.37 -4.68 -5.03  -0.397
C 1.80 -3.67 -6.01  -0.069
C 1.62 -4.64 -3.68  -0.098
N 1.69 -3.34 -3.06  -0.074
C 0.91 -2.27 -3.25  -0.088
N 1.36 -1.31 -2.46  -0.077
N 2.40 -1.82 -1.81  -0.121
N 2.60 -3.02 -2.16  0.097
H 4.37 -4.53 -5.78  0.089
H 4.27 -5.29 -4.20  0.086
H 4.10 -3.54 -4.36  0.072
H 2.19 -5.68 -5.43  0.146
H 1.98 -2.64 -5.68  0.073
H 0.74 -3.82 -6.17  0.083
H 2.30 -3.78 -6.97  0.091
H 2.08 -5.35 -2.99  0.140
H 0.57 -4.89 -3.82  0.140
H 0.08 -2.20 -3.92  0.145
S -1.89 -0.54 -1.34  0.622
C -2.85 0.20 -2.54  -0.714
N -4.18 -0.06 -2.47  0.054
C -5.08 0.47 -3.31  -0.038
C -4.68 1.31 -4.32  -0.025
C -3.31 1.58 -4.45  -0.022
C -2.40 1.04 -3.57  -0.085
H -4.47 -0.70 -1.74  0.149
H -6.11 0.20 -3.15  0.142
H -5.41 1.75 -4.98  0.122
H -2.98 2.22 -5.25  0.126
H -1.35 1.24 -3.66  0.098

Summary:
net charge: +2
relative energy (zero: lowest compared OMol25 entry of this formula, charge and spin): 2.7 kcal/mol
HOMO (spin up / spin down): -12.56 / -12.39 eV
maximum force: 0.0569 Eh/bohr
orbital gap (spin up / spin down): 0.1691 / 0.1564 Eh



# 3
Here is a cluster of 13 separate species, C39H39F13O39 in total in a non-equilibrium geometry from the Open Molecules 2025 dataset. Energies are from ωB97M-V/def2-TZVPD.

Each line ends with the Löwdin charge.
Cartesian coordinates (Å):
C -0.99 -7.11 2.10  -0.034
C -1.17 -8.57 2.47  -0.376
O -2.37 -8.50 3.12  0.154
C -2.49 -7.33 3.71  -0.587
O -3.52 -7.02 4.28  0.144
O -1.54 -6.55 3.26  0.097
F -0.20 -9.15 3.13  0.129
H -1.60 -6.82 1.25  0.151
H 0.05 -6.81 1.96  0.148
H -1.44 -9.26 1.66  0.173
C 3.58 8.63 -0.59  -0.100
C 2.64 8.60 -1.78  -0.314
O 1.63 7.79 -1.20  0.151
C 2.06 7.04 -0.23  -0.563
O 1.45 6.17 0.35  0.158
O 3.35 7.38 -0.06  0.076
F 3.23 7.93 -2.73  0.125
H 3.29 9.40 0.13  0.142
H 4.65 8.78 -0.72  0.149
H 2.30 9.57 -2.12  0.176
C -8.14 -5.17 1.04  -0.083
C -9.21 -6.18 0.59  -0.268
O -9.65 -5.56 -0.61  0.144
C -9.54 -4.24 -0.50  -0.566
O -10.03 -3.38 -1.17  0.176
O -8.71 -4.02 0.53  0.070
F -10.11 -6.16 1.61  0.072
H -7.14 -5.32 0.64  0.139
H -8.04 -5.05 2.12  0.145
H -8.70 -7.15 0.52  0.171
C 6.31 -3.48 -0.27  -0.050
C 7.10 -4.32 -1.25  -0.248
O 6.06 -4.49 -2.28  0.125
C 4.87 -4.45 -1.67  -0.610
O 3.84 -4.70 -2.28  0.137
O 5.00 -3.94 -0.51  0.110
F 7.35 -5.58 -0.83  0.080
H 6.38 -2.46 -0.65  0.138
H 6.59 -3.35 0.77  0.149
H 8.01 -3.86 -1.64  0.169
C 0.23 0.20 -0.83  0.007
C 0.72 -0.23 0.52  -0.370
O -0.10 -1.29 0.71  0.146
C -1.28 -1.17 0.13  -0.588
O -2.25 -1.89 0.37  0.141
O -1.18 -0.29 -0.82  0.114
F 0.40 0.67 1.45  0.086
H 0.80 -0.34 -1.58  0.141
H 0.35 1.27 -0.98  0.143
H 1.79 -0.38 0.69  0.181
C -4.89 -6.26 -4.71  -0.052
C -3.43 -6.13 -4.22  -0.261
O -3.29 -7.20 -3.31  0.143
C -4.46 -7.65 -2.89  -0.559
O -4.65 -8.43 -1.98  0.163
O -5.37 -7.03 -3.65  0.071
F -3.28 -4.92 -3.58  0.048
H -4.99 -6.68 -5.71  0.136
H -5.43 -5.31 -4.78  0.142
H -2.66 -6.12 -4.99  0.168
C 6.84 3.25 -2.02  -0.004
C 5.55 3.37 -2.76  -0.296
O 5.23 2.00 -3.05  0.148
C 6.36 1.34 -3.22  -0.655
O 6.51 0.37 -3.91  0.172
O 7.28 2.04 -2.68  0.094
F 5.66 4.10 -3.89  0.078
H 6.78 3.11 -0.94  0.146
H 7.57 4.02 -2.26  0.147
H 4.70 3.89 -2.33  0.171
C -3.61 5.85 -0.45  -0.062
C -3.93 5.48 0.99  -0.315
O -5.22 5.88 1.18  0.155
C -5.83 5.84 -0.01  -0.528
O -7.00 5.86 -0.18  0.188
O -4.91 5.81 -1.05  0.063
F -3.27 6.29 1.90  0.054
H -2.92 5.13 -0.90  0.133
H -3.12 6.81 -0.63  0.138
H -3.79 4.41 1.11  0.175
C -1.43 7.31 -7.03  -0.036
C 0.06 7.41 -7.40  -0.338
O 0.69 6.19 -6.99  0.123
C -0.27 5.54 -6.19  -0.426
O 0.01 4.40 -5.68  0.078
O -1.33 6.34 -5.96  0.066
F 0.58 8.47 -6.78  0.085
H -1.96 6.86 -7.87  0.138
H -1.83 8.29 -6.76  0.146
H 0.04 7.65 -8.46  0.163
C -2.22 0.51 6.28  -0.134
C -3.00 1.79 6.58  -0.352
O -4.08 1.35 7.35  0.143
C -4.21 0.01 7.13  -0.472
O -5.16 -0.66 7.41  0.168
O -3.13 -0.49 6.40  0.087
F -3.52 2.08 5.43  0.109
H -1.27 0.46 6.82  0.133
H -1.97 0.56 5.22  0.144
H -2.49 2.66 6.99  0.173
C 4.71 4.42 6.70  -0.044
C 3.53 3.46 6.84  -0.384
O 3.66 2.57 5.78  0.149
C 4.51 3.12 4.88  -0.476
O 4.59 2.73 3.68  0.097
O 5.22 4.13 5.41  0.082
F 2.40 4.07 6.68  0.121
H 5.46 4.23 7.47  0.141
H 4.33 5.44 6.71  0.145
H 3.48 2.98 7.82  0.169
C 1.68 -0.41 -7.63  -0.024
C 0.21 -0.85 -7.79  -0.280
O 0.30 -2.28 -7.77  0.140
C 1.50 -2.64 -8.15  -0.564
O 1.73 -3.76 -8.62  0.128
O 2.36 -1.62 -8.02  0.080
F -0.35 -0.51 -8.97  0.077
H 1.82 -0.26 -6.56  0.135
H 1.97 0.49 -8.16  0.144
H -0.41 -0.41 -7.00  0.165
C 1.36 -3.30 7.44  -0.058
C 2.43 -2.59 8.24  -0.347
O 3.32 -2.15 7.34  0.120
C 3.08 -2.60 6.07  -0.460
O 3.72 -2.29 5.09  0.167
O 1.91 -3.35 6.13  0.067
F 3.11 -3.49 9.03  0.063
H 0.40 -2.81 7.57  0.136
H 1.27 -4.34 7.74  0.143
H 2.15 -1.65 8.71  0.170

Summary:
relative energy (zero: lowest compared OMol25 entry of this formula, charge and spin): 180.0 kcal/mol
HOMO: -10.69 eV
maximum force: 0.1294 Eh/bohr
orbital gap: 0.3828 Eh



no.,DFT total energy (a.u.)
1,-3663.206312
2,-2789.843782
3,-5742.103431